(1)
ORCA calculation (the ωB97M-V functional and the def2-TZVPD basis) on an isolated molecule of C3H4ClF.

Atoms and positions in Å:
1 Cl 0.164 -1.591 -1.057
2 H 1.201 2.229 1.591
3 H 0.706 2.712 -0.243
4 C -0.148 0.795 0.489
5 H 1.428 0.524 -0.959
6 H -0.668 2.651 1.152
7 F -1.021 0.100 1.285
8 C 0.459 0.101 -0.480
9 C 0.311 2.109 0.802

LUMO energy ... 0.79 eV
SMILES string ... C/C(F)=C/Cl
Kohn-Sham gap ... 10.19 eV



(2)
ORCA calculation (the ωB97M-V functional and the def2-TZVPD basis) on an isolated molecule of C3H4ClF.

Atoms and positions in Å:
1 H -1.356 -1.059 0.463
2 H 1.388 0.089 0.863
3 Cl -0.219 2.247 -0.970
4 F 1.471 -1.436 -0.460
5 C -0.230 0.508 -0.602
6 H -0.376 0.052 -1.510
7 C -0.653 -0.311 0.539
8 H -0.768 0.262 1.504
9 C 0.742 -0.351 0.173

LUMO energy ... 1.08 eV
SMILES string ... F[C@@H]1C[C@H]1Cl
Kohn-Sham gap ... 11.51 eV



Stability summary - winner: (2); margin: 2.7 kcal/mol.